(1)
ORCA calculation (ωB97M-V/def2-TZVPD) on a molecular structure, C20H30N7OTi in a non-equilibrium geometry.

XYZ file:
```
59
C20H30N7OTi (ωB97M-V/def2-TZVPD)
Ti 0.1567 0.4159 0.5248
N -0.8198 -0.1404 2.3856
C -0.0067 -1.2515 2.9453
C 1.4695 -0.9558 2.6801
N 1.7604 -0.8483 1.2234
C 3.0359 -0.1251 0.9718
C 2.9513 0.8215 -0.2607
N 1.6077 0.7729 -0.8792
C 1.8084 -2.2716 0.7036
C 2.4545 -2.6317 -0.6415
N 1.7157 -2.2159 -1.8396
H -0.8698 0.6135 3.0635
H -1.7726 -0.4525 2.2319
H -0.3118 -2.1838 2.4754
H -0.1448 -1.3592 4.0214
H 2.0904 -1.7269 3.1450
H 1.7042 -0.0080 3.1678
H 3.8531 -0.8362 0.8515
H 3.2949 0.4668 1.8481
H 3.7202 0.5476 -0.9847
H 3.1532 1.8462 0.0478
H 1.5351 -0.1395 -1.4151
H 1.5167 1.5292 -1.5502
H 0.7898 -2.6540 0.6927
H 2.3746 -2.8448 1.4447
H 2.5596 -3.7193 -0.6062
H 3.4678 -2.2352 -0.7129
H 0.8239 -2.6980 -1.8906
H 2.2380 -2.4855 -2.6673
C -2.5043 3.4308 -0.9698
C -1.4483 2.6651 -0.2553
N -1.2330 1.3862 -0.4365
N -1.9664 0.6644 -1.3324
C -1.6539 -0.6000 -1.2075
O -0.7593 -0.9366 -0.2858
C -2.2680 -1.6095 -2.0576
C -2.1489 -2.9630 -1.7306
C -2.7406 -3.9211 -2.5330
C -3.4416 -3.5349 -3.6683
C -3.5586 -2.1902 -4.0009
C -2.9781 -1.2256 -3.1998
C -0.5696 3.2125 0.7542
C -0.6346 4.5263 1.2173
C 0.2269 4.9442 2.2076
C 1.1537 4.0354 2.7192
C 1.1652 2.7541 2.2237
N 0.3270 2.3167 1.2631
H -2.9333 2.8087 -1.7488
H -2.1049 4.3453 -1.4103
H -3.2988 3.7194 -0.2771
H -1.6148 -3.2492 -0.8320
H -2.6660 -4.9680 -2.2721
H -3.8988 -4.2875 -4.2967
H -4.1069 -1.8951 -4.8849
H -3.0580 -0.1743 -3.4366
H -1.3655 5.1990 0.7903
H 0.1873 5.9554 2.5891
H 1.8540 4.3238 3.4899
H 1.8818 2.0373 2.6051
```

Output
expectation value of S²: 0.77
charge: +2
HOMO-LUMO gap (alpha / beta): 0.262 / 0.256 Eh
multiplicity: 2

Population analysis type Mulliken, resulting atomic charges in e: -1.13 -0.15 -0.77 -0.60 0.18 -0.70 -0.90 -0.10 -0.68 -1.09 -0.49 0.31 0.30 0.29 0.56 0.55 0.33 0.43 0.68 0.43 0.42 0.32 0.39 0.40 0.36 0.56 0.42 0.10 0.27 -1.82 1.24 1.51 -1.50 0.48 -0.10 0.37 -0.16 -0.88 -0.40 -0.77 -0.32 0.69 -1.07 -0.50 -1.04 -0.03 0.48 0.37 0.42 0.38 0.43 0.43 0.42 0.42 0.47 0.52 0.46 0.48 0.36

(2)
ORCA calculation (ωB97M-V/def2-TZVPD) on a molecular structure, C13H15BF4N5O2RuS in a non-equilibrium geometry.

XYZ file:
```
42
C13H15BF4N5O2RuS (ωB97M-V/def2-TZVPD)
Ru -1.0654 -0.3196 0.1124
N -4.9098 -0.0968 1.9445
C -3.8135 -0.4451 1.2589
S -2.8248 0.8602 0.5716
N -3.4959 -1.6915 1.1032
N -2.3524 -1.8540 0.3785
C -2.1415 -3.0521 -0.0725
C -1.1744 -3.3579 -1.0635
C -0.9948 -4.7069 -1.4401
C -0.2067 -5.0395 -2.5063
C 0.4079 -4.0258 -3.2684
C 0.2420 -2.7079 -2.9413
C -0.5227 -2.3525 -1.8175
O -0.5726 -1.0592 -1.5339
H -5.1785 0.8643 2.0550
H -5.4553 -0.8136 2.3945
H -2.8169 -3.8293 0.2716
H -1.4972 -5.4755 -0.8673
H -0.0664 -6.0769 -2.7752
H 1.0167 -4.2934 -4.1214
H 0.7078 -1.9114 -3.5054
N 0.1970 1.2815 -0.1679
C 1.0381 2.0719 -0.2279
N 1.9785 2.9598 -0.3054
C 1.7796 4.2499 -0.9920
C 1.8992 5.3671 0.0311
O 3.1247 5.2717 0.7275
C 3.2126 4.0725 1.4711
C 3.1833 2.8690 0.5448
H 0.8061 4.2500 -1.4789
H 2.5578 4.3462 -1.7507
H 1.0585 5.3220 0.7360
H 1.8876 6.3349 -0.4666
H 2.3868 4.0126 2.1918
H 4.1531 4.1028 2.0177
H 3.1590 1.9321 1.0982
H 4.0542 2.8738 -0.1123
F 1.1143 -1.8819 3.3966
B 0.0135 -2.1307 2.6980
F 0.3486 -1.0456 1.2276
F -1.1413 -1.5474 3.0883
F -0.0969 -3.3278 2.0956
```

Output
charge: +1
HOMO-LUMO gap (alpha / beta): 0.222 / 0.223 Eh
multiplicity: 1

Population analysis type Mulliken, resulting atomic charges in e: 0.94 -0.39 0.82 -0.27 -1.01 0.69 -0.32 0.72 -0.80 -0.64 -0.46 -0.55 0.79 -0.66 0.19 0.24 0.40 0.40 0.43 0.40 0.47 -0.12 0.38 -0.04 -0.58 -0.50 -0.36 -0.50 -0.58 0.44 0.27 0.32 0.35 0.32 0.35 0.44 0.25 -0.23 0.62 -0.66 -0.30 -0.26

Total energy / eV: -56809.7554 -50231.8366
Energy above the lowest of the compared OMol25 structures with the same formula, charge and spin / eV: 1.2294 0.0000